# 1
Molecular formula: C19H16N2O6
Method: DFT, ωB97M-V/def2-TZVPD

Each line ends with the Löwdin charge.
CARTESIAN COORDINATES (ANGSTROEM)
O1 -0.36608 -1.58157 -2.06466  0.24
C1 -0.77042 -1.46033 -1.06681  -0.53
N1 -2.00634 -0.77372 -0.98183  0.17
C2 -2.85096 -0.54638 0.15310  -0.49
O2 -2.70361 -1.16779 1.12355  0.12
N2 -3.91712 0.31683 -0.03908  0.08
H1 -4.04161 0.67719 -0.84386  0.06
C3 -4.80772 0.88677 0.80749  -0.14
C4 -6.25535 0.74347 0.38906  -0.23
C5 -7.06762 1.59034 0.02452  -0.13
C6 -8.34419 1.11344 -0.25464  -0.01
C7 -8.11008 -0.29050 -0.09491  0.00
O3 -6.72879 -0.69706 0.35052  0.01
H2 -8.57260 -1.19156 -0.03405  0.07
H3 -9.21576 1.29572 -0.77614  0.08
H4 -7.02701 2.66054 0.06722  0.14
H5 -4.55438 1.75418 1.21968  0.08
H6 -4.63054 0.19602 1.89362  0.21
H7 -2.38954 -0.40547 -1.91123  0.19
C8 -0.28003 -1.88656 0.33317  0.06
H8 -0.80034 -1.54104 1.00963  0.02
H9 -0.36899 -2.92982 0.39166  0.15
O4 1.11246 -1.43317 0.26422  0.09
C9 1.26611 -0.20745 0.12202  -0.24
O5 0.39936 0.68101 -0.51596  -0.03
C10 2.82369 0.15954 -0.04359  -0.05
C11 3.74043 -0.97174 0.23696  0.15
C12 5.11932 -0.26153 0.23581  -0.13
C13 6.02584 -1.39298 0.66148  0.00
C14 7.44791 -1.00810 0.64557  0.00
C15 7.77155 0.48031 0.26644  -0.03
C16 6.76545 1.27107 -0.08711  -0.08
C17 5.46354 0.97164 0.02665  -0.30
C18 4.39799 1.73320 -0.29632  0.04
C19 3.05857 1.42893 -0.29538  -0.24
O6 2.21018 2.63165 -0.53245  -0.05
H10 1.31027 2.01184 -0.72322  0.12
H11 4.67216 2.90999 -0.20990  0.19
H12 7.04380 2.36870 -0.14262  0.15
H13 8.68582 0.78579 0.43582  0.04
H14 8.27326 -1.76167 0.95135  0.10
H15 5.68967 -2.30980 0.98529  0.06
H16 3.35388 -1.85388 0.46427  0.06

Cartesian forces (eV/Å) of the 6 atoms listed first:
6.97 -2.67 -12.58
-8.04 2.57 12.26
-3.32 1.74 -0.80
-0.73 1.26 -4.12
0.43 -1.97 4.62
3.41 -3.24 2.69

The frontier orbital gap is 7.7 eV. Its electronic energy is -1294.15286 Ha. The SMILES is O=C(COC(=O)c1cc2ccccc2cc1O)NC(=O)NCc1ccco1. Its LUMO energy is -0.287 eV. The net charge is 0.

=====

# 2
Molecular formula: C19H16N4O4PtSe
Method: DFT, ωB97M-V/def2-TZVPD

Each line ends with the Löwdin charge.
CARTESIAN COORDINATES (ANGSTROEM)
Pt1 1.46916 0.96042 0.23235  0.96
O1 1.11740 5.16773 -2.81484  0.21
C1 0.27559 4.59438 -2.26830  -0.44
O2 -0.58605 4.06187 -1.70046  0.18
C2 2.17785 3.04230 0.55672  -0.67
O3 2.03977 3.96461 -0.15176  0.14
O4 2.51971 2.46734 1.56174  -0.02
N1 1.85961 -1.42572 1.15838  0.06
C3 0.61944 -2.09554 1.14508  -0.26
C4 0.16912 -2.72685 2.30208  -0.03
C5 -1.06362 -3.35317 2.34438  -0.09
C6 -1.86263 -3.35770 1.21122  -0.09
C7 -1.41969 -2.71566 0.06696  -0.07
C8 -0.18581 -2.06341 0.00146  -0.15
C9 0.13243 -1.31661 -1.25202  -0.21
C10 -0.26512 -1.91849 -2.45347  -0.05
C11 -0.28517 -1.23436 -3.65372  -0.08
C12 0.08013 0.10447 -3.67067  -0.08
C13 0.52447 0.70048 -2.50346  -0.17
C14 0.59949 0.00371 -1.29536  -0.34
H1 2.30671 -1.47715 2.06403  0.10
H2 2.52351 -1.73621 0.46027  0.05
H3 0.81231 -2.73176 3.17498  0.11
H4 -1.39231 -3.83882 3.25382  0.10
H5 -2.82821 -3.84559 1.21765  0.10
H6 -2.06820 -2.68652 -0.80145  0.11
H7 -0.56912 -2.95851 -2.43376  0.11
H8 -0.58872 -1.73966 -4.56099  0.10
H9 0.04819 0.67634 -4.58956  0.11
H10 0.84531 1.73465 -2.53096  0.08
C15 -2.18130 0.57935 -0.22770  0.03
C16 -1.58493 1.18121 0.99375  -0.32
N2 -0.31160 1.34858 1.30173  -0.04
C17 -0.25893 1.97346 2.53367  -0.11
C18 -1.52048 2.18323 2.97670  -0.06
N3 -2.34072 1.68242 1.99276  0.11
H11 -1.95785 -0.48676 -0.28663  0.06
H12 -1.78323 1.05522 -1.12103  0.09
H13 -3.26304 0.71005 -0.20767  0.09
H14 0.67692 2.20964 3.00816  0.10
H15 -1.89713 2.63605 3.87504  0.12
H16 -3.34561 1.68657 1.99296  0.16
Se1 3.53630 0.87499 -1.07979  0.73
C19 4.36174 -0.51162 -0.19785  -0.78
N4 4.86430 -1.37896 0.37556  0.05

Cartesian forces (eV/Å) of the 6 atoms listed first:
0.18 0.03 -0.13
0.06 -0.11 -0.21
-0.15 0.21 0.41
0.04 -0.12 -0.18
-0.29 0.00 -0.15
0.12 0.06 0.05

The frontier orbital gap is 8.2 eV. Its electronic energy is -3774.45295 Ha. For the energy relative to the best compared isomer or geometry (same formula, charge and spin), the calculation gives 1.628 eV. Its LUMO energy is 0.170 eV. The net charge is 0.

=====

# 3
Molecular formula: C19H16N5Ru
Method: DFT, ωB97M-V/def2-TZVPD

Each line ends with the Löwdin charge.
CARTESIAN COORDINATES (ANGSTROEM)
Ru1 -0.88021 -0.05280 0.06394  1.22
C1 -3.69842 -4.75161 0.91111  0.07
C2 -2.38924 -5.10086 1.26898  0.01
C3 -1.35832 -4.24027 1.00532  0.04
C4 -1.62775 -2.98883 0.36133  -0.23
C5 -2.98593 -2.62235 0.08749  0.03
C6 -3.99645 -3.50735 0.32593  0.01
N1 -0.67853 -2.09796 0.02593  0.03
C7 0.62596 -2.45532 -0.22913  -0.17
C8 1.05985 -3.75450 -0.57124  0.04
C9 2.40686 -3.99380 -0.76047  0.02
C10 3.33381 -2.95751 -0.65482  0.05
C11 2.92563 -1.63851 -0.41996  0.06
C12 1.58852 -1.39862 -0.24103  -0.14
N2 1.02018 -0.10382 -0.11265  -0.11
N3 1.71021 0.92831 -0.21936  0.19
C13 0.94730 2.09971 -0.18173  -0.28
C14 1.58155 3.31651 -0.31243  0.07
C15 0.79522 4.46898 -0.31197  0.03
C16 -0.57444 4.34297 -0.18302  0.03
C17 -1.14290 3.07489 -0.05005  -0.06
N4 -0.40677 1.96719 -0.05317  -0.04
H1 -4.50604 -5.44388 1.11870  0.15
H2 -2.20411 -6.03340 1.78490  0.14
H3 -0.36304 -4.44749 1.37504  0.13
H4 -3.18971 -1.68312 -0.41629  0.12
H5 -5.01704 -3.26564 0.06240  0.14
H6 0.34204 -4.53968 -0.76312  0.14
H7 2.74115 -4.98690 -1.02933  0.14
H8 4.38536 -3.16356 -0.81036  0.15
H9 3.63848 -0.82510 -0.40499  0.14
H10 2.65736 3.35006 -0.41793  0.15
H11 1.25412 5.44325 -0.41554  0.14
H12 -1.21988 5.21072 -0.18362  0.14
H13 -2.21300 2.95260 0.05704  0.13
C18 -0.83570 -0.02694 4.62734  0.01
C19 -0.83871 -0.04275 3.17696  -0.10
N5 -0.83197 -0.04626 2.03093  0.07
H14 -0.31439 -0.90762 5.00243  0.11
H15 -1.86411 -0.02639 4.99078  0.12
H16 -0.32919 0.87383 4.97596  0.12

Cartesian forces (eV/Å) of the 6 atoms listed first:
-0.12 0.10 -0.27
-0.02 0.00 -0.01
0.03 -0.01 0.01
0.02 -0.01 0.00
-0.04 0.06 0.05
0.05 -0.01 0.00

The frontier orbital gap (alpha / beta) is 5.8 / 5.8 eV. Its electronic energy is -1101.21162 Ha. Its LUMO energy (alpha / beta) is -12.800 / -12.798 eV. The net charge is +3.

=====

# 4
Molecular formula: C19H16N6O
Method: DFT, ωB97M-V/def2-TZVPD

Each line ends with the Löwdin charge.
CARTESIAN COORDINATES (ANGSTROEM)
O1 -3.04213 -2.46240 0.77307  0.04
N1 -1.24688 -0.26896 3.85587  0.09
N2 -0.77054 -1.80739 -2.61721  0.11
N3 1.64066 -1.10134 -5.28715  0.11
C1 -2.57113 -1.75796 -0.11714  -0.32
C2 -1.69963 -1.01303 2.82978  -0.03
C3 -0.28153 -1.45060 -3.76128  -0.23
C4 -1.40012 -1.03640 -4.59481  -0.03
C5 -1.37774 -0.35776 1.56653  -0.23
C6 -0.63837 0.67313 1.91625  -0.02
C7 -2.48451 -1.14779 -3.87387  -0.07
C8 3.04205 -1.04481 -5.39683  -0.11
C9 1.13786 -1.19540 -4.02524  -0.23
C10 3.93422 -0.97485 -4.31993  -0.07
C11 1.98309 -1.10567 -2.88351  -0.03
C12 3.39831 -1.04011 -2.99955  -0.05
C13 1.27355 4.00156 5.50591  -0.07
C14 1.06794 2.72698 6.16688  -0.06
C15 0.79290 4.06888 4.13484  -0.07
C16 0.49360 1.61574 5.39234  -0.03
C17 0.31322 2.94257 3.46191  -0.05
C18 0.12586 1.72767 4.08231  -0.21
N4 -1.74105 -0.67733 0.26032  0.14
N5 -0.56562 0.73403 3.31634  -0.09
N6 -2.09560 -1.74125 -2.67601  -0.15
C19 -2.91431 -2.32827 -1.59887  0.02
H1 -2.21393 -1.93976 2.91924  0.09
H2 -1.25171 -0.53491 -5.50724  0.09
H3 -0.10014 1.25845 1.19416  0.13
H4 -3.49203 -0.69898 -4.10593  0.15
H5 3.34143 -1.12381 -6.42639  0.09
H6 5.00651 -0.86956 -4.47004  0.09
H7 1.59123 -1.30017 -1.88548  0.10
H8 3.85106 -1.00995 -2.02943  0.09
H9 1.82688 4.88336 5.92682  0.10
H10 1.32470 2.49597 7.24724  0.11
H11 0.94619 4.94391 3.57273  0.08
H12 0.32790 0.61856 5.91383  0.12
H13 0.09358 3.16676 2.46269  0.09
H14 -1.15484 -0.27927 -0.40479  0.10
H15 -3.92014 -2.24265 -1.87189  0.11
H16 -2.55077 -3.34718 -1.64647  0.13

Cartesian forces (eV/Å) of the 6 atoms listed first:
0.09 0.82 -1.04
-0.16 -1.56 -0.80
0.47 -1.62 1.80
1.60 -0.49 1.49
-0.07 -1.35 1.51
0.41 1.75 -0.29

The frontier orbital gap is 8.8 eV. Its electronic energy is -1137.30827 Ha. The SMILES is O=C(Cn1ccc(-c2ccccn2)n1)Nc1cnn(-c2ccccc2)c1. For the energy relative to the best compared isomer or geometry (same formula, charge and spin), the calculation gives 1.987 eV. Its LUMO energy is 0.463 eV. The net charge is 0.